{"formula": "C8H17N3O6", "method": "wB97M-V/def2-TZVPD", "elements": ["O", "O", "O", "O", "O", "O", "N", "N", "N", "C", "C", "C", "C", "C", "C", "C", "C", "H", "H", "H", "H", "H", "H", "H", "H", "H", "H", "H", "H", "H", "H", "H", "H", "H"], "xyz": [[3.333, 0.400, 6.795], [2.659, 0.920, 1.032], [0.712, 0.567, 1.967], [0.062, -1.461, -4.007], [1.387, -0.508, 6.518], [-2.007, -1.760, -3.445], [0.805, 0.806, -0.436], [-1.110, -1.678, -4.261], [2.422, -0.018, 6.104], [0.151, -0.463, -0.884], [-0.162, 1.912, -0.695], [-1.482, -1.857, -5.689], [-1.144, -0.851, -0.087], [-2.084, 0.358, 0.336], [2.594, 0.082, 4.629], [1.370, 0.770, 0.947], [-1.471, 1.817, 0.168], [1.711, -0.325, 4.144], [-0.009, -0.439, -2.016], [-2.281, 2.495, -0.235], [-3.076, 0.327, -0.184], [-0.587, -1.757, -6.298], [-1.912, -2.851, -5.794], [-0.942, -1.499, 0.814], [-2.207, -1.085, -5.939], [0.902, -1.289, -0.696], [1.605, 0.966, -1.070], [2.717, 1.133, 4.382], [-2.304, 0.235, 1.437], [-0.457, 1.908, -1.787], [-1.232, 2.220, 1.193], [3.479, -0.492, 4.363], [-1.751, -1.509, -0.781], [0.308, 2.925, -0.526]], "nbo_charge": [-0.39, -0.73, -0.68, -0.38, -0.38, -0.37, -0.44, 0.54, 0.53, -0.24, -0.23, -0.49, -0.43, -0.41, -0.48, 0.83, -0.43, 0.25, 0.24, 0.22, 0.21, 0.24, 0.24, 0.24, 0.24, 0.24, 0.45, 0.24, 0.24, 0.21, 0.24, 0.23, 0.23, 0.24], "molar_mass_g_mol": 251.2, "e_lumo_ha": -0.0255, "de_lowest_kj_mol": 673.9, "total_charge": 0, "gap_ev": 8.2, "smiles": "O=C([O-])[NH+]1CCCCC1.C[N+](=O)[O-].C[N+](=O)[O-]"}

***

{"formula": "C8H17N4", "method": "wB97M-V/def2-TZVPD", "elements": ["N", "N", "N", "N", "C", "C", "C", "C", "C", "C", "C", "C", "H", "H", "H", "H", "H", "H", "H", "H", "H", "H", "H", "H", "H", "H", "H", "H", "H"], "xyz": [[0.375, 2.099, -0.327], [2.376, 0.907, -0.288], [-1.980, -0.660, 0.172], [-0.895, -1.196, -0.476], [-0.087, -0.300, -1.011], [1.731, 1.984, -0.688], [-2.962, 1.577, 0.650], [2.795, -1.330, 0.696], [-0.557, 1.059, -0.543], [1.891, -0.118, 0.459], [-1.573, 0.723, 0.553], [-0.784, -2.647, -0.561], [2.233, 2.952, -0.774], [3.290, 0.569, -0.782], [-1.517, -3.333, -1.133], [3.805, -1.289, 0.355], [2.819, -1.534, 1.796], [-2.265, -1.108, 0.976], [1.279, 0.127, 1.296], [-0.059, 3.002, -0.612], [-1.108, 1.455, -1.339], [2.109, -2.138, 0.338], [-1.019, -3.073, 0.507], [0.127, -3.059, -0.946], [-3.558, 0.872, 1.125], [-2.563, 2.360, 1.284], [-1.127, 0.762, 1.534], [0.548, -0.509, -1.909], [-3.326, 1.845, -0.353]], "nbo_charge": [-0.57, -0.46, -0.43, -0.19, 0.12, 0.14, -0.58, -0.66, -0.13, -0.14, -0.04, -0.45, 0.23, 0.43, 0.25, 0.23, 0.24, 0.38, 0.20, 0.42, 0.23, 0.22, 0.22, 0.24, 0.22, 0.22, 0.19, 0.26, 0.22], "molar_mass_g_mol": 169.3, "e_lumo_ha": [-0.1182, -0.1182], "de_lowest_kj_mol": 414.3, "total_charge": 1, "gap_ev": [7.0, 7.0]}

***

{"formula": "C8H17N5S", "method": "wB97M-V/def2-TZVPD", "elements": ["S", "N", "N", "N", "N", "N", "C", "C", "C", "C", "C", "C", "C", "C", "H", "H", "H", "H", "H", "H", "H", "H", "H", "H", "H", "H", "H", "H", "H", "H", "H"], "xyz": [[2.700, 0.159, -0.917], [0.370, -1.335, -0.809], [-0.622, 2.767, 2.207], [0.071, 0.853, 0.975], [-2.256, 4.043, -1.499], [-1.010, 2.542, -0.056], [1.965, 0.722, 2.597], [1.362, -0.558, -0.773], [0.607, 0.178, 2.144], [0.370, -2.663, -1.502], [-0.645, -3.536, -0.790], [-1.620, 3.305, -0.699], [0.041, -2.452, -2.972], [-0.469, 1.999, 1.112], [1.911, 1.762, 2.909], [0.050, -3.416, -3.475], [-3.248, 3.902, -1.688], [-1.648, -3.121, -0.880], [-0.947, -2.015, -3.097], [-1.125, 3.638, 2.213], [-0.100, 0.239, 2.980], [-0.283, 2.429, 3.094], [-0.400, -3.662, 0.264], [2.312, 0.129, 3.440], [-0.652, -4.524, -1.245], [0.719, -0.873, 1.876], [0.776, -1.816, -3.458], [2.699, 0.643, 1.799], [1.378, -3.078, -1.403], [-1.805, 4.812, -1.992], [-0.501, -1.074, -0.354]], "nbo_charge": [0.48, -0.59, -0.78, -0.48, -0.76, -0.29, -0.62, 0.25, -0.26, -0.03, -0.63, 0.78, -0.62, 0.55, 0.21, 0.26, 0.48, 0.22, 0.22, 0.43, 0.21, 0.43, 0.23, 0.25, 0.26, 0.21, 0.22, 0.21, 0.23, 0.48, 0.47], "molar_mass_g_mol": 215.3, "e_lumo_ha": -0.2807, "total_charge": 2, "gap_ev": 8.9}

***

{"formula": "C8H17NO2S", "method": "wB97M-V/def2-TZVPD", "elements": ["S", "O", "O", "N", "C", "C", "C", "C", "C", "C", "C", "C", "H", "H", "H", "H", "H", "H", "H", "H", "H", "H", "H", "H", "H", "H", "H", "H", "H"], "xyz": [[1.968, -1.339, 0.356], [1.047, -1.833, -1.177], [1.432, -2.220, 1.372], [1.340, 0.090, 0.686], [1.792, 1.262, -1.514], [-2.983, -1.422, 0.733], [1.751, 1.333, 0.067], [3.163, 1.570, 0.686], [-2.537, 1.019, 0.203], [-1.884, -0.283, 0.544], [-0.315, -1.993, -0.717], [-0.836, -0.603, -0.440], [-2.407, -2.147, 1.267], [-0.928, -2.523, -1.511], [3.836, 0.861, 0.216], [-3.349, 1.287, 0.871], [-3.662, -1.199, 1.480], [-2.890, 0.854, -0.793], [-0.112, -2.493, 0.267], [3.002, 1.289, 1.780], [-1.334, -0.274, 1.563], [3.461, 2.690, 0.632], [2.731, 1.019, -1.814], [1.098, 0.522, -1.840], [-0.701, 0.141, -1.301], [-1.856, 1.845, 0.185], [-3.462, -1.765, -0.205], [1.541, 2.254, -1.944], [1.092, 2.057, 0.348]], "nbo_charge": [1.61, -0.73, -0.95, -0.78, -0.62, -0.60, -0.06, -0.62, -0.60, -0.37, -0.26, 0.23, 0.22, 0.26, 0.21, 0.22, 0.22, 0.20, 0.26, 0.23, 0.28, 0.21, 0.21, 0.21, 0.21, 0.21, 0.21, 0.20, 0.19], "molar_mass_g_mol": 191.3, "e_lumo_ha": [-0.0457, -0.0452], "de_lowest_kj_mol": 495.6, "total_charge": 0, "gap_ev": [7.4, 7.4]}

***

F_max? In order: 7.3; 4.6; 2.5; 4.5 eV Å⁻¹.